Density functional theory data (wB97M-V/def2-TZVPD) for 2 unconnected molecules or ions with the total composition C3H9OS at a distorted geometry.

Summary:
LUMO energy   0.1427 hartree
E_HOMO   -0.0472 hartree
Total charge   -1
Energy relative to the best compared isomer or geometry (same formula, charge and spin)   420.63 kJ/mol

Each line ends with the Löwdin charge.
Geometry (Å):
C  -0.16  -1.77  -2.05  -0.19
O  0.92  -1.54  -1.00  -0.28
H  -0.22  -1.03  -2.92  0.06
H  -1.15  -1.59  -1.58  0.05
H  -0.18  -2.81  -2.54  0.06
C  0.44  2.47  1.19  -0.40
S  -0.50  0.99  0.33  0.51
C  -0.38  -0.45  1.29  -0.67
H  1.07  1.93  1.95  0.01
H  1.06  2.81  0.34  -0.01
H  -0.31  3.20  1.62  0.00
H  0.40  -0.46  2.18  -0.02
H  0.46  -0.82  -0.38  -0.06
H  -1.46  -0.94  1.57  -0.04

=====

Density functional theory data (wB97M-V/def2-TZVPD) for 2 unconnected molecules or ions with the total composition C3H9S2.

Summary:
LUMO energy   0.1228 hartree
E_HOMO   -0.1044 hartree
Total charge   -1
Energy relative to the best compared isomer or geometry (same formula, charge and spin)   17.21 kJ/mol

Each line ends with the Löwdin charge.
Geometry (Å):
S  -0.73  0.82  -2.32  -0.11
H  -0.79  1.15  -3.61  -0.47
C  -0.95  -1.24  0.39  -0.22
C  -0.80  0.15  0.99  -0.62
S  0.83  0.52  1.70  0.71
C  1.86  0.55  0.21  -0.44
H  -1.99  -1.38  0.10  0.06
H  -0.67  -1.98  1.14  0.06
H  -0.36  -1.37  -0.52  0.02
H  -1.46  0.22  1.86  0.05
H  -1.09  0.94  0.29  0.00
H  2.08  -0.47  -0.10  0.02
H  1.29  1.02  -0.59  -0.05
H  2.77  1.08  0.45  0.01

=====

Density functional theory data (wB97M-V/def2-TZVPD) for a molecular structure, C3HBr2NO2S at a distorted geometry.

Summary:
LUMO energy (spin up / spin down)   -0.0901 / -0.0902 hartree
E_HOMO (spin up / spin down)   -0.3718 / -0.3716 hartree

Each line ends with the Löwdin charge.
Geometry (Å):
C  -0.55  1.52  -0.86  -0.36
C  -0.52  -0.92  0.10  -0.31
C  -0.65  0.64  0.38  -1.15
N  -0.45  2.31  -1.66  0.19
O  1.48  -2.64  -0.26  -0.29
O  1.64  -0.25  -1.14  -0.31
S  1.12  -1.24  -0.27  0.71
Br  -2.25  1.09  1.23  0.82
Br  1.05  1.03  1.60  0.62
H  -0.88  -1.54  0.90  0.06